{"formula": "H6N3P", "method": "wB97M-V/def2-TZVPD", "species": ["N", "N", "N", "P", "H", "H", "H", "H", "H", "H"], "coordinates": [[-1.560365, 1.043636, 1.204808], [1.733610, -0.373034, 0.205968], [-0.016176, -0.619319, -1.619587], [0.211366, -1.018531, -0.019825], [-2.463495, 0.614576, 1.004803], [-1.369462, 0.870590, 2.188071], [1.938470, 0.547965, -0.161612], [2.108987, -0.512064, 1.133845], [0.368362, 0.240741, -1.985987], [-0.951299, -0.794559, -1.950484]], "forces_ev_per_a": [[1.06, -0.44, -1.02], [-0.07, 0.14, 0.00], [0.08, 0.11, -0.01], [-0.91, 0.49, 0.83], [0.01, -0.20, 0.18], [-0.11, -0.25, 0.16], [0.07, -0.02, 0.12], [0.03, 0.09, -0.08], [-0.09, 0.01, -0.05], [-0.07, 0.05, -0.12]], "mulliken_charge": [-0.6163, -0.4735, -0.4602, 0.2572, 0.1498, 0.1488, 0.2463, 0.2460, 0.2516, 0.2503], "homo_energy_ev": [-6.449, -8.590], "total_charge": 0, "largest_force_ev_per_a": 1.5, "relative_energy_ev": 2.354}